1.
ORCA calculation (wB97M-V/def2-TZVPD) on one molecule with the formula C23H31N3O5.

Geometry as XYZ:
```
62
C23H31N3O5 | the OMol25 dataset | wB97M-V/def2-TZVPD
C -3.5174 -1.9773 2.2131
H -2.6579 -2.5643 2.5266
H -4.4060 -2.4012 2.6748
H -3.3926 -0.9592 2.5747
C -3.6522 -2.0042 0.6923
C -3.7179 -3.4396 0.1792
H -2.7966 -3.9659 0.4147
H -3.8504 -3.4588 -0.8997
H -4.5478 -3.9681 0.6419
H -4.5773 -1.4865 0.4132
C -2.4790 -1.2550 0.0195
N -1.1985 -1.7867 0.4218
C -0.3663 -2.3953 -0.4487
O -0.6972 -2.7368 -1.5637
C 1.0376 -2.6055 0.1134
C 1.8605 -3.6070 -0.6854
C 3.2779 -3.0665 -0.6467
O 4.2733 -3.6859 -0.9380
N 3.2172 -1.7649 -0.2321
C 4.2978 -0.8806 -0.1131
C 4.0728 0.4921 -0.0991
C 5.1303 1.3811 0.0342
C 6.4381 0.9043 0.1309
C 6.6549 -0.4675 0.1328
C 5.6039 -1.3527 0.0230
H 5.7932 -2.4117 0.0183
H 7.6684 -0.8234 0.2225
O 7.5199 1.7482 0.2192
C 7.2128 3.0752 -0.1401
C 5.9098 3.5134 0.5277
H 5.6631 4.5466 0.2785
O 4.8368 2.7229 0.0681
H 6.0117 3.4103 1.6170
H 8.0527 3.6892 0.1884
H 7.1019 3.1537 -1.2308
H 3.0879 0.9170 -0.1940
C 1.8562 -1.3099 -0.0222
H 1.7955 -0.6817 0.8695
H 1.5078 -0.7306 -0.8875
H 1.8216 -4.6231 -0.2980
H 1.5150 -3.6271 -1.7232
H 0.9730 -2.9023 1.1635
H -0.8235 -1.3427 1.2506
C -2.4976 0.2300 0.4011
O -1.6929 0.6930 1.1874
N -3.4684 0.9422 -0.1891
H -4.0849 0.4944 -0.8479
C -3.6925 2.3509 0.0607
C -3.6843 3.1511 -1.2439
H -2.9184 2.7941 -1.9305
H -3.4743 4.1952 -1.0144
C -5.1025 3.0025 -1.8157
H -5.4437 3.9415 -2.2482
H -5.1224 2.2552 -2.6090
C -5.9991 2.5687 -0.6393
H -6.8564 3.2290 -0.5213
H -6.3853 1.5621 -0.8043
C -5.1024 2.5961 0.6030
H -5.3903 1.8524 1.3445
H -5.1329 3.5790 1.0724
H -2.9094 2.6614 0.7556
H -2.5533 -1.3707 -1.0682
```

Summary:
DFT total energy	-1435.57023	hartree
molar mass	429.517	g mol⁻¹
SMILES	CC(C)[C@H](NC(=O)[C@H]1CC(=O)N(c2ccc3c(c2)OCCO3)C1)C(=O)NC1CCCC1
frontier orbital gap	8.326	eV
multiplicity	1
relative energy (zero: lowest compared OMol25 entry of this formula, charge and spin)	19.4	kcal/mol
LUMO energy	0.5	eV
E_HOMO	-0.28651	Ha

2.
ORCA calculation (wB97M-V/def2-TZVPD) on C23H31N9O3SV as an isolated structure.

Geometry as XYZ:
```
68
C23H31N9O3SV | the OMol25 dataset | wB97M-V/def2-TZVPD
V 0.0075 -0.1281 0.5843
N -0.8923 -0.5999 -1.2868
C -2.2812 -0.0907 -1.3529
C -2.2785 1.2280 -0.6067
O -3.0578 2.1197 -0.7885
N -1.2336 1.2691 0.3175
C -0.8987 2.5573 0.8847
C 0.6015 2.5576 1.0727
O 1.3163 3.4392 1.3968
O 1.1002 1.2564 0.9073
H -0.3319 -0.0649 -1.9534
H -0.8085 -1.5622 -1.6125
H -2.9523 -0.7974 -0.8637
H -2.6164 0.0533 -2.3790
H -1.3470 2.6991 1.8745
H -1.2379 3.3858 0.2596
C 6.2192 0.6909 -3.9144
C 5.6390 -0.0313 -2.7487
C 6.3459 -0.6853 -1.7747
C 5.6321 -1.3066 -0.7426
N 4.2992 -1.2862 -0.6650
C 3.6175 -0.6642 -1.6208
S 1.9112 -0.5922 -1.7193
N 4.2936 -0.0455 -2.6326
C 6.3558 -2.0350 0.3416
H 7.2985 0.5714 -3.9387
H 5.9869 1.7548 -3.8465
H 5.8027 0.3083 -4.8470
H 7.4229 -0.7237 -1.8128
H 3.7226 0.4187 -3.3299
H 7.3995 -2.2089 0.0930
H 5.8689 -2.9881 0.5374
H 6.3171 -1.4408 1.2573
N 5.3629 -4.6064 3.5753
C 4.5785 -3.9149 3.1048
C 3.5966 -3.0585 2.4953
C 2.6509 -3.5883 1.6208
C 1.7414 -2.7258 1.0516
N 1.7226 -1.4103 1.2993
C 2.6509 -0.9086 2.1134
C 3.6030 -1.6948 2.7374
H 2.6315 -4.6424 1.3857
H 1.0087 -3.0988 0.3453
H 2.6382 0.1650 2.2496
H 4.3356 -1.2455 3.3923
C -0.0347 -0.6002 6.0618
C 0.1231 0.6343 5.2005
N -0.0565 0.2520 3.7955
C -0.7844 -0.7904 3.3781
N -0.8795 -0.9844 2.0457
C -1.7476 -2.0573 1.5298
C -1.7357 -3.2367 2.4832
C -2.1715 -2.7525 3.8477
N -1.3678 -1.5982 4.2597
C -1.3311 -1.2954 5.7017
H -0.0425 -0.3244 7.1149
H 0.8051 -1.2798 5.9032
H 1.1143 1.0736 5.2990
H -0.6142 1.3958 5.4647
H 0.3247 0.8648 3.0925
H -1.3815 -2.3709 0.5459
H -2.7638 -1.6742 1.3929
H -0.7333 -3.6676 2.5357
H -2.4187 -4.0102 2.1327
H -2.0294 -3.5270 4.6003
H -3.2296 -2.4756 3.8521
H -1.4255 -2.2465 6.2229
H -2.1998 -0.6843 5.9609
```

Summary:
DFT total energy	-2955.37427	hartree
molar mass	564.572	g mol⁻¹
charge	+2
frontier orbital gap (alpha / beta)	6.592 / 7.365	eV
multiplicity	2
LUMO energy (alpha / beta)	-7.3 / -6.6	eV
E_HOMO (alpha / beta)	-0.51229 / -0.51305	Ha

3.
ORCA calculation (wB97M-V/def2-TZVPD) on a 2-piece molecular cluster, C23H31O2Si overall.

Geometry as XYZ:
```
57
C23H31O2Si | the OMol25 dataset | wB97M-V/def2-TZVPD
C -0.0898 -0.8906 -2.1500
C -0.4173 0.4858 -1.8229
C 0.5601 1.4718 -2.0186
O 1.8342 1.2616 -2.1626
Si 3.0897 2.4651 -2.1460
C 4.5357 1.3142 -1.9427
C 3.0823 3.3635 -3.7698
C 2.8299 3.5891 -0.6886
O 0.1077 2.7119 -2.1082
C -1.3831 2.6439 -2.0884
C -1.7114 1.1686 -1.9122
H -0.8896 -1.5638 -1.8343
H 0.0967 -1.0435 -3.2286
H 0.8258 -1.1725 -1.6228
H 5.4367 1.8688 -1.6515
H 4.3350 0.5550 -1.1751
H 4.7468 0.7905 -2.8835
H 3.8381 4.1627 -3.7400
H 3.3320 2.6923 -4.6021
H 2.1079 3.8230 -3.9797
H 3.8091 3.9618 -0.3499
H 2.2155 4.4579 -0.9615
H 2.3478 3.0775 0.1564
H -1.7288 3.2604 -1.2582
H -1.7394 3.0441 -3.0432
H -2.3028 0.8068 -2.7658
H -2.3211 1.0284 -1.0104
C 0.8337 2.0694 5.0253
C 0.5881 1.0451 3.9646
C 1.4571 0.9354 2.8675
C 1.2162 0.0212 1.8606
C 0.0783 -0.8473 1.9018
C -0.1559 -1.7214 0.8085
C -1.3040 -2.5582 0.6591
C -1.1909 -3.8318 0.0187
C -2.2922 -4.6511 -0.1456
C -3.5574 -4.2538 0.3085
C -4.7411 -5.1468 0.1134
C -3.6932 -3.0082 0.9329
C -2.6045 -2.1641 1.0945
C -0.7184 -0.8056 3.0936
C -0.4859 0.1503 4.0691
H -0.0867 2.2860 5.5759
H 1.5852 1.7344 5.7527
H 1.2053 2.9982 4.5809
H 2.3267 1.5943 2.8189
H 1.8951 -0.0574 1.0063
H 0.7265 -1.9799 0.2142
H -0.2044 -4.1576 -0.3200
H -2.1904 -5.6224 -0.6321
H -5.5667 -4.8513 0.7668
H -5.1054 -5.1050 -0.9206
H -4.4901 -6.1921 0.3211
H -4.6775 -2.7043 1.2988
H -2.7359 -1.1818 1.5536
H -1.5124 -1.5420 3.2320
H -1.1472 0.2131 4.9393
```

Summary:
DFT total energy	-1334.77318	hartree
molar mass	367.585	g mol⁻¹
charge	+1
frontier orbital gap	4.091	eV
multiplicity	1
relative energy (zero: lowest compared OMol25 entry of this formula, charge and spin)	0.0	kcal/mol
LUMO energy	-5.4	eV
E_HOMO	-0.34732	Ha

4.
ORCA calculation (wB97M-V/def2-TZVPD) on a 4-piece molecular cluster, C23H31O3P overall.

Geometry as XYZ:
```
58
C23H31O3P | the OMol25 dataset | wB97M-V/def2-TZVPD
C 0.0490 2.0370 -0.9300
O -0.5528 0.7805 -1.2243
C -1.5329 0.4881 -0.2252
C -2.9146 0.2684 -0.8889
O -3.4476 -1.0462 -0.7559
C -2.5156 -2.0522 -1.1017
P -4.1150 1.4425 -0.0274
C -5.8244 1.1077 -0.6904
O -4.0844 0.8501 1.5655
H -0.6974 2.8375 -0.8897
H 0.6987 2.2613 -1.7812
H 0.6498 1.9804 -0.0167
H -1.2200 -0.3080 0.4555
H -1.6259 1.3945 0.3892
H -2.8589 0.6031 -1.9366
H -3.0273 -3.0054 -1.2601
H -1.9382 -1.8289 -2.0060
H -1.8220 -2.2271 -0.2673
H -6.3393 0.4191 -0.0066
H -6.3984 2.0374 -0.6597
H -5.8308 0.7252 -1.7146
H -3.7471 -0.0442 1.5275
C 2.8047 -0.4098 -2.9220
C 4.1545 -0.6499 -3.1505
C 4.9880 -0.9922 -2.0938
C 4.4699 -1.1047 -0.8092
C 3.1198 -0.8689 -0.5819
C 2.2858 -0.5166 -1.6370
H 2.1557 -0.1390 -3.7457
H 4.5573 -0.5683 -4.1524
H 6.0411 -1.1707 -2.2701
H 5.1195 -1.3751 0.0142
H 2.7165 -0.9579 0.4197
H 1.2344 -0.3268 -1.4591
C -6.5807 -2.3847 2.4187
C -5.2157 -2.5595 2.2313
C -4.4126 -2.9530 3.2943
C -4.9764 -3.1804 4.5435
C -6.3419 -3.0090 4.7297
C -7.1436 -2.6075 3.6685
H -7.2056 -2.0748 1.5907
H -4.7770 -2.3879 1.2544
H -3.3472 -3.0833 3.1496
H -4.3515 -3.4912 5.3711
H -6.7816 -3.1876 5.7027
H -8.2071 -2.4690 3.8156
C 6.3210 3.0791 -1.7200
C 5.9219 2.0721 -0.8503
C 6.6687 1.8026 0.2892
C 7.8102 2.5456 0.5640
C 8.2073 3.5547 -0.3041
C 7.4651 3.8192 -1.4482
H 5.7403 3.2869 -2.6100
H 5.0303 1.4980 -1.0607
H 6.3606 1.0134 0.9639
H 8.3899 2.3382 1.4547
H 9.0959 4.1348 -0.0892
H 7.7776 4.6024 -2.1273
```

Summary:
DFT total energy	-1462.02016	hartree
molar mass	386.472	g mol⁻¹
SMILES	COC[C@@H](OC)P(C)O.c1ccccc1.c1ccccc1.c1ccccc1
frontier orbital gap	9.131	eV
multiplicity	1
LUMO energy	0.6	eV
E_HOMO	-0.31203	Ha